22
Properties=species:S:1:pos:R:3 method="wB97M-V/def2-TZVPD" total_charge=0 smiles=c1ccc(Oc2ccncc2)cc1 orbital_gap_ev=9.92 molar_mass_da=171.2 lumo_ev=0.6936 homo_ha=-0.3392
C 3.4122 0.5682 -0.0276
C 2.7008 0.4730 1.1520
C 1.4954 -0.2826 1.1536
C 0.9066 -0.7257 -0.0054
O -0.2600 -1.3445 0.1718
C -1.4084 -0.6764 -0.0169
C -1.3697 0.7103 -0.4300
C -2.4897 1.4850 -0.2717
N -3.7438 0.9739 -0.0742
C -3.8095 -0.3410 0.1141
C -2.7031 -1.3197 0.0358
C 1.5775 -0.5878 -1.1182
C 2.9132 -0.0198 -1.1943
H 4.4141 1.1452 0.1333
H 3.0063 0.9636 2.1257
H 0.9349 -0.5641 2.1108
H -0.2680 1.1673 -0.4133
H -2.3257 2.7209 0.0963
H -4.8476 -0.8019 0.2314
H -2.7302 -2.4968 0.2857
H 1.0731 -1.0504 -1.9277
H 3.5215 0.0031 -2.1313